Entry 1:
A molecular structure, C40H40Cl4FeNO3Sb. Source: the OMol25 dataset; level of theory: ωB97M-V/def2-TZVPD.

Its spin multiplicity is 2. Its total energy is -5173.39816 Ha. As for the HOMO energy (alpha / beta): -3.46 / -3.00 eV. The charge is -1. The calculation puts the gap between HOMO and LUMO (alpha / beta) at 5.7233 / 5.2580 eV.

```
90
Properties=species:S:1:pos:R:3:forces:R:3:lowdin_spin:R:1
Fe 0.0500 1.3969 0.7061 -0.145 0.698 -0.104 0.993
Cl 2.7224 7.1576 3.1019 -0.082 -0.085 -0.026 0.000
C 1.5959 5.8929 2.7026 0.217 -0.109 -0.120 0.000
C 0.2994 5.9363 3.1639 -0.257 -0.075 0.044 0.001
Cl -0.2433 7.2532 4.1640 0.019 -0.091 -0.096 0.000
C -0.5864 4.8885 2.8347 -0.014 0.203 0.124 0.001
Cl -2.2440 4.9129 3.3783 0.103 0.031 0.034 0.000
C -0.1849 3.7934 2.0814 -0.077 0.033 0.012 0.000
O -0.9510 2.7811 1.7976 -0.011 -0.236 0.050 -0.001
C 1.1554 3.7676 1.5705 0.006 -0.092 -0.159 -0.001
O 1.4927 2.7546 0.8287 0.194 -0.264 0.028 0.005
C 2.0121 4.8071 1.9045 0.139 0.250 0.080 0.002
Cl 3.6464 4.7165 1.3041 -0.098 0.034 0.045 0.000
C 1.4290 1.5732 3.9922 -0.003 0.080 -0.045 0.000
C 1.1333 0.1235 3.7250 -0.008 -0.121 -0.174 0.002
O 0.4971 -0.0201 2.4413 0.043 -0.252 0.162 0.009
H 1.8946 1.6789 4.9757 -0.018 0.000 -0.049 0.000
H 0.5100 2.1578 3.9688 0.003 0.017 0.024 0.000
H 2.1029 1.9712 3.2335 0.003 0.015 0.018 0.000
H 0.4691 -0.2832 4.4940 -0.015 -0.025 0.013 0.000
H 2.0574 -0.4655 3.7258 -0.007 -0.035 0.018 0.000
H 0.3091 -0.9606 2.3235 0.037 0.179 -0.010 0.000
C -1.3878 3.4281 -1.1915 -0.034 0.029 -0.130 0.011
C -2.4520 2.3273 -1.2862 0.081 -0.157 0.034 0.001
C -2.3311 1.6725 -2.6602 -0.066 -0.032 -0.030 0.000
C -2.2265 1.2617 -0.1932 0.077 0.179 -0.046 -0.001
C -3.8364 2.9263 -1.0242 0.081 -0.138 0.025 0.000
C -4.0580 3.6179 0.1682 -0.029 0.118 0.123 0.000
C -5.3097 4.1310 0.4699 0.061 -0.033 -0.023 0.000
C -6.3705 3.9633 -0.4142 0.032 0.035 0.000 0.000
C -6.1619 3.2776 -1.5977 0.087 -0.043 -0.041 0.000
C -4.9026 2.7593 -1.8967 -0.162 0.070 -0.072 0.000
H -0.3878 3.0000 -1.3011 0.010 -0.002 -0.007 0.005
H -1.4149 3.9411 -0.2364 -0.004 0.034 0.041 0.000
H -1.5496 4.1590 -1.9911 -0.006 -0.043 0.031 0.001
H -1.3104 1.3061 -2.7889 -0.006 0.002 -0.003 0.000
H -2.5414 2.3940 -3.4522 0.028 -0.012 0.000 0.000
H -3.0082 0.8220 -2.7798 0.010 0.050 -0.015 0.000
H -2.1505 1.6179 0.8370 -0.105 -0.138 -0.013 0.000
H -3.2452 3.7517 0.8777 -0.065 -0.064 -0.039 0.000
H -5.4551 4.6614 1.4033 0.016 0.004 -0.015 0.000
H -7.3465 4.3721 -0.1837 -0.006 -0.014 0.015 0.000
H -6.9771 3.1414 -2.2986 0.007 -0.005 0.001 0.000
H -4.7663 2.2257 -2.8284 -0.008 0.003 0.010 0.000
C -0.7744 -2.8754 -3.5418 0.040 -0.054 0.075 0.000
C -0.4980 -4.1295 -2.7467 -0.004 0.096 0.023 0.000
C -0.8067 -5.3743 -3.2885 -0.004 0.006 0.015 0.000
C -0.5334 -6.5463 -2.5975 0.012 0.020 0.020 0.000
C 0.0557 -6.4814 -1.3447 -0.002 0.053 -0.002 0.000
C 0.3647 -5.2437 -0.7894 -0.068 0.061 -0.181 0.000
C 0.0966 -4.0585 -1.4752 0.024 0.016 -0.169 -0.002
Sb 0.5288 -2.0908 -0.6638 -0.197 -0.460 0.204 -0.004
C 2.2772 -1.7408 -1.8433 -0.001 -0.104 0.025 0.000
C 2.7999 -2.6835 -2.7215 0.064 0.025 -0.136 0.000
C 3.8533 -2.3556 -3.5676 -0.075 -0.034 0.037 -0.001
C 4.3751 -1.0705 -3.5406 0.016 0.000 -0.017 0.000
C 3.8553 -0.1273 -2.6669 -0.029 0.011 0.068 0.000
C 2.8056 -0.4463 -1.8053 0.113 0.099 -0.007 0.000
C 2.2843 0.5814 -0.8381 -0.079 -0.069 0.040 -0.003
C 1.2426 -2.9435 1.2020 0.127 0.479 0.028 0.000
C 0.1855 -3.1905 2.0784 -0.176 -0.307 0.012 0.000
C 0.3920 -3.6079 3.3881 -0.078 0.028 -0.064 0.000
C 1.6879 -3.7585 3.8478 0.024 -0.028 0.058 0.000
C 2.7482 -3.5061 2.9931 0.073 0.002 -0.147 0.000
C 2.5532 -3.0929 1.6721 0.145 -0.142 0.084 0.000
C 3.7620 -2.8567 0.8021 -0.092 0.028 0.025 0.000
H -1.4278 -3.0811 -4.3896 -0.001 -0.001 0.003 0.000
H 0.1575 -2.4516 -3.9294 -0.034 0.001 0.015 0.000
H -1.2499 -2.1104 -2.9194 -0.021 -0.044 -0.045 0.000
H -1.2697 -5.4248 -4.2684 0.009 0.009 0.006 0.000
H -0.7806 -7.5048 -3.0381 0.003 0.010 0.008 0.000
H 0.2769 -7.3893 -0.7968 -0.003 0.004 0.006 0.000
H 0.8208 -5.2124 0.1904 0.041 0.033 0.058 0.000
H 2.3803 -3.6842 -2.7525 0.022 0.017 0.012 0.000
H 4.2587 -3.0980 -4.2446 -0.008 0.007 0.003 0.000
H 5.1884 -0.7993 -4.2031 0.002 -0.008 0.018 0.000
H 4.2711 0.8736 -2.6421 -0.013 -0.006 0.003 0.000
H 2.8650 1.4983 -0.8347 -0.006 0.069 -0.018 0.000
H 2.2955 0.2072 0.1925 0.001 0.028 0.002 0.000
H 1.2414 0.8707 -1.0914 0.077 0.010 0.037 -0.001
H -0.8365 -3.0949 1.7158 0.016 0.095 0.055 0.000
H -0.4513 -3.8039 4.0382 -0.009 0.007 -0.012 0.000
H 1.8762 -4.0737 4.8670 -0.001 0.014 -0.014 0.000
H 3.7633 -3.6371 3.3529 -0.012 0.034 -0.005 0.000
H 4.6737 -3.1421 1.3267 -0.005 0.007 0.009 0.000
H 3.8497 -1.8067 0.5158 -0.001 -0.009 -0.001 0.000
H 3.6988 -3.4316 -0.1221 0.006 0.008 0.005 0.000
N -2.6798 -1.1951 -0.6119 -0.118 -0.623 -0.071 -0.005
C -2.5018 -0.0073 -0.3916 0.228 0.567 0.247 -0.008
H -3.6529 -1.4938 -0.5666 -0.034 0.051 -0.028 -0.001
```
Positions in Å, forces in eV/Å.

Entry 2:
2 unconnected molecules or ions with the total composition C3H7NO3. Source: the OMol25 dataset; level of theory: ωB97M-V/def2-TZVPD.

Its total energy is -398.92005 Ha. As for the HOMO energy: -9.05 eV. The value obtained for the energy above the lowest of the compared OMol25 structures with the same formula, charge and spin is 308.8 kJ/mol. As for the structure (SMILES): O=C1CCON1.O. The calculation puts the gap between HOMO and LUMO at 9.4841 eV.

```
14
Properties=species:S:1:pos:R:3:forces:R:3:nbo_charge:R:1
O 2.2676 1.6378 -0.8397 -0.819 1.077 -0.595 -0.569
C 1.4739 0.9625 -0.2317 2.497 -0.892 -0.557 0.651
C 0.0066 0.9275 -0.0665 -0.732 2.114 2.011 -0.550
C -0.1662 -0.0358 1.0765 0.149 -0.382 0.604 -0.080
O 0.9083 -0.9286 0.9053 0.872 -1.257 -0.330 -0.396
N 2.0063 -0.0891 0.4970 -0.802 -1.483 0.704 -0.354
H -0.5050 0.5578 -0.9086 -0.441 -0.292 -1.258 0.263
H -0.3736 1.9291 0.2201 0.141 -0.445 -0.532 0.243
H -0.0640 0.3242 2.0914 0.012 1.069 0.186 0.172
H -1.0924 -0.5838 1.0736 -0.224 -0.355 -0.409 0.218
H 2.7134 -0.7123 0.0705 -0.597 0.902 0.243 0.398
O -2.2876 -1.1097 -0.9814 1.658 -1.077 -0.083 -0.945
H -1.7963 -1.8319 -1.4434 -0.511 0.852 0.646 0.477
H -3.0910 -1.0477 -1.4632 -1.204 0.168 -0.629 0.473
```
Positions in Å, forces in eV/Å.